Model a:
Below is 2 unconnected molecules or ions with the total composition C2H3OS, with properties calculated with ωB97M-V/def2-TZVPD.

Last column: natural (NBO) charge in e.
Positions of all 7 atoms, in Å:
C  -1.71  0.33  -0.39  0.449
C  1.20  -0.26  0.26  -1.249
O  -1.26  0.71  -1.43  -0.511
S  -2.52  0.00  0.94  -0.122
H  1.26  0.21  -0.74  0.148
H  1.43  -1.25  0.22  0.137
H  1.60  0.27  1.14  0.147

Calculated values
LUMO level (alpha / beta): 3.370 / 3.369 eV
Highest occupied orbital energy (alpha / beta): -0.792 / -0.794 eV
HOMO-LUMO gap (alpha / beta): 4.2 / 4.2 eV
Net charge: -1

---

Model b:
Below is 2 unconnected molecules or ions with the total composition C2H3OS, with properties calculated with ωB97M-V/def2-TZVPD.

Last column: natural (NBO) charge in e.
Positions of all 7 atoms, in Å:
C  -0.96  1.03  -0.69  0.419
C  0.71  -0.85  0.29  -1.069
O  -0.94  0.95  -1.87  -0.570
S  -1.47  1.80  0.61  -0.238
H  1.80  -0.55  0.25  0.149
H  0.58  -1.95  0.23  0.150
H  0.28  -0.43  1.18  0.159

Calculated values
LUMO level (alpha / beta): 3.594 / 3.593 eV
Highest occupied orbital energy (alpha / beta): -1.901 / -1.906 eV
HOMO-LUMO gap (alpha / beta): 5.5 / 5.5 eV
Net charge: -1

---

Each structure's energy above the most stable one, in kcal/mol: model a 11.0; model b 0.0.